A structure of composition C45H42BrN3O6Sb2Ti. Source: the Open Molecules 2025 dataset; level of theory: ωB97M-V with the def2-TZVPD basis set.

Each line ends with the Mulliken charge.
Geometry (Å):
Ti 0.096 -0.422 0.252  0.97
C 0.959 2.237 3.188  -0.37
C 2.360 1.797 3.655  0.18
C 3.484 2.296 2.755  -1.93
Sb 3.633 1.688 0.676  0.79
C 2.667 -0.283 0.592  0.01
C 2.380 -0.757 -0.710  -0.87
C 2.225 -2.119 -0.967  -0.65
C 2.390 -3.047 0.061  -0.75
C 2.632 -2.603 1.345  -1.10
C 2.744 -1.235 1.612  0.85
C 5.534 0.745 0.799  0.40
C 6.336 0.747 -0.339  -0.68
C 7.564 0.096 -0.331  -0.62
C 7.993 -0.558 0.813  -0.46
C 7.199 -0.562 1.953  -0.88
C 5.974 0.087 1.946  0.20
Sb -0.313 0.574 2.786  0.74
C 0.027 -0.647 4.455  0.86
C -0.110 -0.052 5.708  -0.81
C 0.138 -0.797 6.852  -0.74
C 0.524 -2.126 6.741  -0.67
C 0.660 -2.715 5.491  -0.90
C 0.411 -1.978 4.342  -0.11
C -2.258 1.339 2.914  0.40
C -3.281 0.569 3.455  -0.51
C -4.570 1.084 3.489  -0.70
C -4.831 2.351 2.986  -0.80
C -3.806 3.118 2.447  -0.56
C -2.516 2.611 2.407  -0.39
H 1.006 2.836 2.276  -0.16
H 0.441 2.835 3.938  0.73
H 2.414 0.712 3.772  -0.13
H 2.529 2.192 4.659  0.55
H 4.457 2.061 3.187  0.68
H 3.430 3.386 2.692  0.55
H 2.353 -0.056 -1.540  0.54
H 2.029 -2.457 -1.975  0.53
H 2.311 -4.106 -0.146  0.48
H 2.743 -3.315 2.153  0.50
H 2.978 -0.928 2.624  0.41
H 6.015 1.262 -1.237  0.32
H 8.185 0.106 -1.217  0.41
H 8.951 -1.060 0.820  0.40
H 7.540 -1.065 2.848  0.42
H 5.373 0.078 2.849  0.20
H -0.417 0.984 5.805  0.44
H 0.025 -0.342 7.826  0.45
H 0.712 -2.707 7.633  0.42
H 0.949 -3.754 5.412  0.47
H 0.494 -2.446 3.371  0.35
H -3.082 -0.425 3.836  0.46
H -5.372 0.492 3.908  0.46
H -5.837 2.749 3.022  0.45
H -4.014 4.112 2.068  0.52
H -1.710 3.219 2.005  0.39
N 0.516 1.622 -0.315  0.34
C 0.465 2.723 -0.691  0.13
N 0.406 3.938 -1.106  -0.02
C -0.783 4.787 -0.859  -0.08
C -0.360 5.952 0.020  -0.70
O 0.727 6.642 -0.554  -0.40
C 1.873 5.826 -0.672  -0.42
C 1.603 4.655 -1.602  -0.52
H -1.559 4.182 -0.388  0.06
H -1.146 5.128 -1.828  0.24
H -0.094 5.592 1.024  0.30
H -1.179 6.664 0.111  0.42
H 2.179 5.455 0.317  0.24
H 2.670 6.447 -1.075  0.40
H 2.444 3.965 -1.635  0.37
H 1.375 5.008 -2.608  0.32
O -0.735 -2.339 -1.679  0.04
C -1.776 -3.167 -1.295  1.08
C -2.470 -3.867 -2.270  -1.07
C -3.534 -4.683 -1.924  -0.60
C -3.926 -4.802 -0.596  -0.82
C -3.241 -4.099 0.372  -1.11
C -2.151 -3.284 0.047  0.19
C -1.520 -2.571 1.172  0.43
O -1.982 -2.429 2.264  -0.49
O -0.265 -2.046 0.901  0.30
H -0.677 -2.389 -2.641  0.19
H -2.179 -3.768 -3.311  0.43
H -4.061 -5.223 -2.698  0.45
H -4.758 -5.435 -0.325  0.45
H -3.529 -4.161 1.412  0.52
Br -6.458 4.059 -1.315  -0.11
C -4.838 3.147 -1.580  -0.13
C -3.940 3.586 -2.550  -0.26
N -2.773 2.991 -2.776  -0.60
C -2.456 1.939 -2.029  -0.65
C -3.285 1.439 -1.034  0.28
C -4.517 2.046 -0.813  -0.66
C -2.917 0.279 -0.190  0.06
O -3.666 -0.370 0.466  -0.52
O -1.563 0.007 -0.192  0.14
H -4.180 4.448 -3.162  0.44
H -1.510 1.460 -2.250  0.89
H -5.183 1.661 -0.052  0.73

Summary:
Total charge: +2
F_max, Eh/bohr: 0.00643
M, g mol⁻¹: 1092.137
Energy above the lowest of the compared OMol25 structures with the same formula, charge and spin, kcal/mol: 18.2

A structure of composition C45H42CoN15. Source: the Open Molecules 2025 dataset; level of theory: ωB97M-V with the def2-TZVPD basis set.

Each line ends with the Mulliken charge.
Geometry (Å):
Co 0.183 1.047 -0.160  1.34
C -2.644 2.085 5.717  -0.65
C -3.554 2.875 5.014  -0.64
C -3.318 3.242 3.693  -0.07
C -2.157 2.782 3.101  0.16
C -1.603 2.925 1.734  0.17
N -0.478 2.204 1.624  -0.45
C -0.164 1.689 2.847  0.27
N 0.937 1.087 3.188  -0.37
C 1.898 0.796 2.289  -0.72
C 3.173 0.242 2.687  0.50
C 3.744 0.002 3.936  -0.27
C 5.001 -0.569 3.969  -0.64
C 5.685 -0.890 2.783  -0.66
C 5.123 -0.649 1.545  -0.22
C 3.849 -0.084 1.507  0.64
C 2.973 0.299 0.421  -0.22
N 3.303 0.148 -0.867  -0.33
C 2.604 0.704 -1.828  -0.51
N 1.455 1.419 -1.696  -0.27
C 1.179 2.030 -2.874  -0.12
N 0.286 2.970 -3.147  -0.58
C -0.501 3.502 -2.230  -0.06
N -0.582 3.189 -0.909  -0.33
C -1.628 3.834 -0.388  -0.12
N -2.169 3.703 0.832  -0.67
C -2.234 4.725 -1.395  0.25
C -3.291 5.616 -1.347  0.00
C -3.602 6.305 -2.514  -0.63
C -2.878 6.097 -3.689  -0.59
C -1.822 5.194 -3.733  -0.10
C -1.512 4.517 -2.567  0.02
C 2.141 1.578 -3.884  0.05
C 2.271 1.854 -5.237  -0.16
C 3.316 1.250 -5.919  -0.65
C 4.218 0.406 -5.259  -0.83
C 4.097 0.149 -3.902  -0.17
C 3.038 0.738 -3.226  0.57
N 1.820 0.812 0.935  -0.04
C -1.246 1.998 3.802  -0.07
C -1.469 1.640 5.120  -0.14
H -2.858 1.816 6.744  0.40
H -4.459 3.207 5.510  0.39
H -4.014 3.856 3.137  0.56
H 3.209 0.256 4.841  0.54
H 5.474 -0.774 4.922  0.39
H 6.671 -1.334 2.846  0.39
H 5.645 -0.889 0.628  0.55
H -3.853 5.759 -0.434  0.55
H -4.424 7.012 -2.516  0.37
H -3.147 6.647 -4.583  0.38
H -1.263 5.016 -4.643  0.55
H 1.572 2.515 -5.732  0.57
H 3.441 1.431 -6.979  0.39
H 5.025 -0.048 -5.821  0.40
H 4.800 -0.489 -3.381  0.58
H -0.751 1.033 5.656  0.53
C 2.027 -4.772 -3.321  -1.22
N 1.968 -4.148 -2.005  0.08
C 3.238 -3.540 -1.648  -1.16
C 0.842 -3.302 -1.830  0.60
N 0.866 -2.044 -1.632  -0.16
N -0.373 -3.956 -1.906  0.17
C -1.581 -3.153 -1.877  -0.91
C -0.541 -5.321 -1.471  -1.20
H 2.232 -4.035 -4.110  0.34
H 1.087 -5.268 -3.554  0.38
H 2.824 -5.518 -3.330  0.37
H 4.004 -4.316 -1.627  0.34
H 3.176 -3.084 -0.661  0.34
H 3.557 -2.764 -2.360  0.38
H 1.808 -1.675 -1.715  -0.40
H -1.973 -3.066 -0.854  0.14
H -2.345 -3.628 -2.497  0.36
H -1.384 -2.147 -2.235  0.31
H 0.423 -5.809 -1.365  0.40
H -1.152 -5.883 -2.185  0.30
H -1.053 -5.363 -0.499  0.33
C -4.574 -1.313 1.963  -0.70
C -4.134 0.023 1.395  -0.67
N -2.706 0.041 1.150  1.06
C -1.795 -0.902 1.523  -1.41
N -0.576 -0.785 1.106  1.89
C 0.401 -1.770 1.549  -0.90
C -0.222 -3.113 1.880  -0.17
C -1.330 -2.874 2.885  -0.83
N -2.269 -1.923 2.326  0.43
C -3.546 -1.761 2.986  -0.72
H -4.618 -2.064 1.171  0.29
H -5.566 -1.227 2.411  0.42
H -4.393 0.823 2.099  0.29
H -4.650 0.234 0.457  0.29
H -2.399 0.577 0.348  -0.86
H 0.924 -1.408 2.440  -0.17
H 1.144 -1.883 0.762  0.02
H 0.526 -3.793 2.294  0.56
H -0.635 -3.570 0.976  -0.33
H -0.900 -2.506 3.829  0.24
H -1.882 -3.791 3.111  0.52
H -3.486 -1.035 3.811  0.22
H -3.819 -2.726 3.419  0.46
N -2.298 0.419 -2.009  -1.16
C -1.356 0.643 -1.370  0.23

Summary:
Multiplicity: 2
Total charge: -1
F_max, Eh/bohr: 0.01542
M, g mol⁻¹: 851.869
Total energy, eV: -107330.3056

A structure of composition C45H42GeN7O6S2W at a distorted geometry. Source: the Open Molecules 2025 dataset; level of theory: ωB97M-V with the def2-TZVPD basis set.

Each line ends with the Mulliken charge.
Geometry (Å):
W 0.261 0.515 -1.100  1.25
C 3.796 0.624 -4.936  -0.40
S 2.191 1.447 -5.156  0.01
C 1.732 1.628 -3.505  0.63
S 0.071 2.021 -3.148  -0.49
N 2.629 1.514 -2.571  -1.79
N 2.197 1.357 -1.297  1.34
C 2.888 1.984 -0.351  -1.68
C 2.689 1.793 1.028  1.72
C 3.335 2.657 1.938  -0.84
C 3.092 2.608 3.281  -0.87
C 2.174 1.657 3.762  -1.19
C 1.601 0.796 2.877  -0.32
N 1.844 0.818 1.540  1.32
H 4.180 0.413 -5.929  0.43
H 3.642 -0.298 -4.382  -0.14
H 4.474 1.281 -4.405  0.22
H 3.631 2.710 -0.669  0.51
H 4.011 3.387 1.526  0.56
H 3.575 3.289 3.959  0.49
H 1.941 1.585 4.813  0.58
H 0.935 0.018 3.216  0.60
C -8.245 -1.852 0.157  -0.89
O -7.191 -1.240 0.876  -0.41
C -6.983 0.087 0.759  0.79
C -7.760 0.966 0.001  -0.44
C -7.422 2.300 -0.074  -0.46
C -6.281 2.783 0.576  -0.49
C -5.545 1.917 1.394  -0.02
C -5.895 0.594 1.487  -0.71
N -5.981 4.121 0.405  -0.47
N -4.849 4.594 0.391  -0.50
C -3.645 3.946 0.294  0.27
C -2.574 4.381 1.069  -0.80
C -1.311 3.804 0.967  -0.39
C -1.104 2.742 0.100  -0.19
O 0.040 2.051 -0.017  0.26
C -2.182 2.265 -0.685  0.21
N -1.941 1.124 -1.400  0.21
C -2.904 0.707 -2.215  -0.55
C -4.082 1.426 -2.432  -1.35
C -4.354 2.537 -1.670  -0.82
C -3.430 2.928 -0.688  0.79
H -8.173 -2.915 0.392  0.24
H -8.126 -1.705 -0.922  0.37
H -9.223 -1.478 0.476  0.36
H -8.636 0.617 -0.525  0.45
H -8.005 2.982 -0.675  0.51
H -4.727 2.312 1.980  0.64
H -5.346 -0.083 2.121  0.54
H -2.753 5.162 1.793  0.45
H -0.491 4.158 1.575  0.60
H -2.722 -0.204 -2.772  0.70
H -4.765 1.093 -3.195  0.51
H -5.251 3.114 -1.832  0.79
O -0.593 -1.205 -1.193  -0.72
N -0.300 -0.752 -2.422  1.03
O -0.983 -1.044 -3.407  -0.89
O 1.014 -0.589 -2.484  -0.23
C -2.058 -0.484 3.304  -1.66
C -1.890 0.526 2.182  0.88
O -1.491 -0.087 0.950  0.05
H -2.200 0.033 4.249  0.44
H -1.174 -1.109 3.384  0.38
H -2.921 -1.122 3.130  0.34
H -1.097 1.244 2.413  0.19
H -2.821 1.083 2.026  -0.67
H -2.074 -0.842 0.773  0.20
C 1.287 -0.180 0.717  -2.57
Ge 2.709 -1.454 -0.021  4.15
C 2.700 -2.724 1.533  -0.21
C 3.015 -2.238 2.801  -0.52
C 2.968 -3.053 3.916  -1.05
C 2.611 -4.384 3.784  -0.71
C 2.322 -4.889 2.529  -0.72
C 2.363 -4.066 1.414  -0.68
C 2.292 -2.512 -1.636  -0.22
C 1.126 -3.266 -1.721  -0.27
C 0.825 -3.940 -2.890  -0.91
C 1.702 -3.904 -3.963  -0.77
C 2.885 -3.189 -3.869  -0.45
C 3.173 -2.490 -2.711  -0.53
C 4.604 -0.812 -0.074  0.65
C 5.503 -1.362 0.834  -0.91
C 6.850 -1.053 0.775  -0.83
C 7.323 -0.167 -0.180  -0.74
C 6.438 0.381 -1.093  -0.86
C 5.098 0.043 -1.054  0.16
H 0.679 -0.835 1.357  0.92
H 3.333 -1.208 2.909  0.61
H 3.217 -2.653 4.887  0.45
H 2.551 -5.021 4.653  0.41
H 2.066 -5.930 2.418  0.45
H 2.144 -4.476 0.439  0.39
H 0.451 -3.313 -0.874  0.42
H -0.100 -4.489 -2.969  0.46
H 1.470 -4.442 -4.870  0.41
H 3.576 -3.172 -4.701  0.46
H 4.089 -1.920 -2.629  0.56
H 5.147 -2.052 1.584  0.47
H 7.535 -1.514 1.470  0.45
H 8.371 0.086 -0.215  0.42
H 6.799 1.063 -1.848  0.49
H 4.437 0.443 -1.806  0.15

Summary:
Total charge: +1
F_max, Eh/bohr: 0.08639
M, g mol⁻¹: 1097.458
Energy above the lowest of the compared OMol25 structures with the same formula, charge and spin, kcal/mol: 74.5

A structure of composition C45H42IN7STa at a distorted geometry. Source: the Open Molecules 2025 dataset; level of theory: ωB97M-V with the def2-TZVPD basis set.

Each line ends with the Mulliken charge.
Geometry (Å):
Ta -0.592 0.577 0.269  -0.40
C 0.522 1.380 -3.541  -1.07
N 0.076 0.002 -3.294  1.41
C 0.643 -0.891 -4.313  -1.38
C -1.352 -0.136 -3.232  -0.79
C -2.134 0.197 -4.345  -0.21
C -3.511 0.106 -4.323  -1.14
C -4.145 -0.325 -3.159  -0.93
C -3.386 -0.656 -2.062  0.02
C -1.991 -0.583 -2.080  -0.43
N -1.299 -0.932 -0.842  1.04
C -1.467 -2.300 -0.404  1.00
C -2.063 -3.251 -1.232  -0.49
C -2.334 -4.532 -0.777  -1.19
C -2.007 -4.892 0.522  -0.98
C -1.340 -3.974 1.319  -0.68
C -1.036 -2.699 0.855  0.12
N -0.179 -1.816 1.632  1.72
C 1.230 -2.271 1.474  -1.48
C -0.474 -1.901 3.078  -1.69
H 0.277 1.723 -4.554  0.44
H 1.609 1.422 -3.430  0.32
H 0.079 2.065 -2.820  0.12
H 0.375 -0.570 -5.328  0.47
H 0.284 -1.910 -4.169  0.34
H 1.731 -0.894 -4.231  0.32
H -1.636 0.542 -5.243  0.36
H -4.088 0.367 -5.202  0.42
H -5.225 -0.387 -3.105  0.47
H -3.881 -0.986 -1.156  0.39
H -2.337 -2.986 -2.243  0.56
H -2.810 -5.242 -1.445  0.46
H -2.242 -5.877 0.905  0.45
H -1.029 -4.262 2.317  0.43
H 1.391 -3.188 2.049  0.43
H 1.911 -1.502 1.844  0.37
H 1.449 -2.482 0.447  0.43
H -0.071 -2.831 3.480  0.65
H -1.545 -1.864 3.254  0.51
H 0.009 -1.084 3.602  0.27
S 0.245 2.800 -0.319  -0.48
C 1.986 2.522 -0.347  0.53
N 2.750 3.578 -0.422  -0.65
N 4.058 3.564 -0.383  -0.08
C 5.005 2.590 0.099  0.52
C 4.839 1.979 1.336  -0.25
C 5.805 1.108 1.803  -0.63
C 6.948 0.849 1.043  -0.61
C 7.119 1.490 -0.171  -0.61
C 6.144 2.368 -0.645  -0.31
N 2.525 1.270 -0.555  -0.74
N 1.741 0.309 -0.596  1.23
C 2.438 -0.891 -1.083  0.25
C 1.695 -1.924 -1.619  0.25
C 2.320 -3.065 -2.103  -0.81
C 3.702 -3.171 -2.062  -1.13
C 4.451 -2.124 -1.535  -0.41
C 3.826 -0.985 -1.050  -0.74
H 4.442 4.438 -0.693  0.25
H 3.968 2.211 1.940  0.54
H 5.678 0.637 2.771  0.42
H 7.702 0.161 1.408  0.42
H 8.012 1.317 -0.760  0.39
H 6.274 2.872 -1.598  0.44
H 0.624 -1.816 -1.684  0.28
H 1.720 -3.870 -2.514  0.52
H 4.194 -4.060 -2.443  0.39
H 5.533 -2.192 -1.500  0.46
H 4.411 -0.178 -0.635  0.04
I 1.095 1.366 2.723  0.30
C -0.582 1.331 3.949  0.49
C -0.415 1.754 5.231  -0.50
C -1.511 1.662 6.120  -0.84
C -2.681 1.123 5.681  -0.96
C -2.838 0.673 4.342  1.09
C -4.050 0.064 3.936  -1.11
C -4.186 -0.408 2.668  -1.27
C -3.136 -0.246 1.733  0.84
C -1.937 0.357 2.052  0.00
C -1.777 0.798 3.407  0.88
H 0.536 2.145 5.575  0.46
H -1.401 2.001 7.144  0.39
H -3.521 1.017 6.358  0.44
H -4.858 -0.020 4.656  0.40
H -5.108 -0.883 2.355  0.48
H -3.321 -0.590 0.725  -0.40
C -4.307 3.937 -0.624  -0.76
C -3.753 3.238 -1.685  -1.01
C -2.738 2.312 -1.467  0.22
C -2.266 2.033 -0.174  0.04
C -2.813 2.793 0.879  -0.05
C -3.818 3.725 0.659  -0.81
H -5.098 4.658 -0.796  0.39
H -4.098 3.419 -2.699  0.50
H -2.311 1.834 -2.335  0.68
H -2.453 2.677 1.890  0.49
H -4.220 4.285 1.497  0.48

Summary:
Total charge: +1
F_max, Eh/bohr: 0.02249
M, g mol⁻¹: 1020.799
Total energy, eV: -78257.4753